Computed, not measured: one molecule with the formula C5H7NO, with ωB97M-V/def2-TZVPD.

XYZ file:
```
14
Properties=species:S:1:pos:R:3
O 1.42 2.21 -0.41
C 0.80 1.20 -0.14
C 1.46 -0.14 0.09
C 0.54 -1.31 -0.15
C -0.78 -1.18 -0.19
C -1.48 0.12 0.05
N -0.55 1.23 0.13
H 1.78 -0.12 1.15
H 2.37 -0.19 -0.50
H 1.00 -2.28 -0.28
H -1.41 -2.04 -0.40
H -2.06 0.06 0.98
H -2.21 0.30 -0.76
H -0.88 2.12 0.43
```

Output
HOMO level = -9.37 eV
E_LUMO = 0.848 eV
Relative energy (zero: lowest compared OMol25 entry of this formula, charge and spin) = 6.3 kcal/mol
Energy = -324.71441 Eh
SMILES string = O=C1CC=CCN1